# C19H24N2O2

A single C19H24N2O2 molecule (ωB97M-V with the def2-TZVPD basis set, OMol25).

DFT total energy = -27168.338 eV
SMILES = O=C(NC1CCCCC1)N(Cc1ccccc1)Cc1ccco1
Spin multiplicity = 1

```
47
C19H24N2O2 | OMol25 | ωB97M-V with the def2-TZVPD basis set
O -1.177 -2.079 0.648
C -1.155 -0.882 0.426
N -2.210 -0.220 -0.144
C -3.457 -0.924 -0.378
C -4.380 -0.888 0.847
C -4.930 0.512 1.104
C -5.662 1.030 -0.131
C -4.730 1.048 -1.338
C -4.164 -0.345 -1.605
N -0.050 -0.117 0.699
C 1.037 -0.729 1.440
C 2.245 -1.027 0.591
C 3.525 -0.739 1.045
C 4.628 -1.016 0.256
C 4.462 -1.583 -0.995
C 3.188 -1.881 -1.450
C 2.087 -1.609 -0.660
C 0.064 1.282 0.319
C 1.480 1.721 0.140
C 2.341 2.368 0.977
C 3.548 2.530 0.255
C 3.326 1.974 -0.965
O 2.078 1.492 -1.048
H -2.305 0.767 0.023
H -3.170 -1.964 -0.570
H -5.210 -1.575 0.674
H -3.825 -1.246 1.716
H -5.612 0.485 1.957
H -4.115 1.194 1.360
H -6.049 2.034 0.057
H -6.513 0.378 -0.343
H -3.916 1.756 -1.160
H -5.272 1.394 -2.221
H -3.463 -0.310 -2.441
H -4.981 -1.015 -1.878
H 0.637 -1.670 1.832
H 1.311 -0.080 2.279
H 3.659 -0.290 2.019
H 5.619 -0.784 0.619
H 5.322 -1.793 -1.613
H 3.053 -2.329 -2.424
H 1.093 -1.848 -1.007
H -0.400 1.926 1.082
H -0.446 1.424 -0.639
H 2.143 2.689 1.980
H 4.448 2.994 0.601
H 3.952 1.865 -1.828
```

# C19H24N2O2S

A single C19H24N2O2S molecule (ωB97M-V with the def2-TZVPD basis set, OMol25).

DFT total energy = -38002.315 eV
SMILES = Cc1ccc(S(=O)(=O)CCN2CCN(c3ccccc3)CC2)cc1
Spin multiplicity = 1

```
48
C19H24N2O2S | OMol25 | ωB97M-V with the def2-TZVPD basis set
C 1.440 3.704 -2.527
C 1.691 2.811 -1.352
C 2.797 1.967 -1.335
C 3.063 1.175 -0.233
C 2.215 1.225 0.856
S 2.580 0.202 2.282
O 1.808 0.669 3.403
O 4.009 0.119 2.435
C 1.961 -1.447 1.810
C 0.449 -1.364 1.718
N -0.141 -2.679 1.531
C -0.089 -3.167 0.158
C -1.434 -2.946 -0.569
N -2.103 -1.770 -0.072
C -2.000 -0.540 -0.684
C -2.879 0.492 -0.329
C -2.831 1.715 -0.966
C -1.918 1.949 -1.980
C -1.038 0.943 -2.335
C -1.068 -0.281 -1.696
C -2.491 -1.890 1.319
C -1.483 -2.799 2.061
C 1.105 2.047 0.857
C 0.846 2.839 -0.247
H 1.781 3.240 -3.450
H 0.384 3.941 -2.615
H 1.987 4.638 -2.400
H 3.460 1.939 -2.188
H 3.932 0.536 -0.191
H 2.274 -2.142 2.585
H 2.444 -1.701 0.871
H 0.179 -0.652 0.922
H 0.094 -0.957 2.668
H 0.147 -4.237 0.178
H 0.717 -2.653 -0.366
H -1.294 -2.871 -1.646
H -2.098 -3.798 -0.382
H -3.626 0.324 0.430
H -3.528 2.488 -0.677
H -1.901 2.900 -2.491
H -0.311 1.109 -3.117
H -0.353 -1.034 -1.989
H -2.486 -0.900 1.777
H -3.504 -2.309 1.404
H -1.773 -3.848 1.970
H -1.468 -2.545 3.122
H 0.472 2.067 1.731
H -0.017 3.487 -0.250
```

# C19H24N2O3

A single C19H24N2O3 molecule (ωB97M-V with the def2-TZVPD basis set, OMol25).

DFT total energy = -29215.685 eV
SMILES = COc1ccc(NC(=O)NCCCCc2ccccc2)c(OC)c1
Spin multiplicity = 1

```
48
C19H24N2O3 | OMol25 | ωB97M-V with the def2-TZVPD basis set
C -6.858 -2.901 0.204
O -6.601 -1.551 0.500
C -5.370 -1.045 0.186
C -4.337 -1.754 -0.402
C -3.131 -1.124 -0.671
C -2.938 0.210 -0.362
N -1.749 0.904 -0.600
C -0.614 0.459 -1.230
O -0.447 -0.667 -1.648
N 0.326 1.446 -1.372
C 1.662 1.150 -1.834
C 2.690 1.136 -0.700
C 2.404 0.032 0.315
C 3.451 -0.009 1.435
C 4.814 -0.347 0.902
C 5.111 -1.650 0.521
C 6.352 -1.969 0.001
C 7.317 -0.988 -0.145
C 7.034 0.313 0.234
C 5.790 0.629 0.752
C -3.990 0.931 0.238
O -3.721 2.252 0.518
C -4.740 3.023 1.107
C -5.188 0.304 0.506
H -7.881 -3.085 0.530
H -6.780 -3.099 -0.870
H -6.179 -3.568 0.746
H -4.445 -2.795 -0.661
H -2.325 -1.671 -1.132
H -1.802 1.875 -0.326
H 0.200 2.319 -0.885
H 1.610 0.167 -2.305
H 1.948 1.893 -2.586
H 3.680 0.984 -1.133
H 2.689 2.108 -0.197
H 1.417 0.187 0.756
H 2.385 -0.929 -0.202
H 3.480 0.961 1.937
H 3.149 -0.761 2.167
H 4.361 -2.420 0.635
H 6.568 -2.987 -0.290
H 8.287 -1.236 -0.550
H 7.783 1.084 0.125
H 5.576 1.647 1.047
H -4.320 4.020 1.232
H -5.028 2.625 2.085
H -5.622 3.079 0.463
H -6.015 0.820 0.962
```

Sequential HOMO level output: -8.5 -7.7 -7.5 eV
Sequential frontier orbital gap output: 9.153 8.383 8.182 eV
Sequential ΔE to the lowest compared entry with this formula, charge and spin output: 0.445 2.028 1.991 eV